1.
Entry from OMol25: a single C17H14Cl2F2N2O2 molecule (ωB97M-V/def2-TZVPD).

The geometry in ORCA input format:
```
! RIJCOSX wB97M-V def2-TZVPD def2/J DEFGRID3
* xyz 0 1
O -4.6939 -2.4829 -0.4451
C -3.6979 -1.8017 -0.3490
N -2.4544 -2.3426 -0.4187
C -1.2092 -1.7174 -0.2557
C -0.1359 -2.0973 -1.0543
C 1.0950 -1.4971 -0.9060
C 1.3287 -0.4779 0.0322
N 2.5576 0.1252 0.1252
C 3.5170 -0.0093 -0.9522
C 4.6259 1.0186 -0.7478
O 5.3698 0.7714 0.4279
C 4.6079 0.1537 1.4451
C 3.1319 0.5455 1.3924
C 0.2212 -0.0988 0.8116
Cl 0.2803 1.2318 1.9252
C -1.0048 -0.7248 0.6950
C -3.7550 -0.3048 -0.2244
C -3.1766 0.4842 -1.2110
C -3.2803 1.8606 -1.1505
F -2.7113 2.6083 -2.1073
C -3.9681 2.4630 -0.1016
F -4.0678 3.7964 -0.0361
C -4.5536 1.6904 0.8838
C -4.4511 0.3080 0.8165
Cl -5.1530 -0.6486 2.0596
H -2.4383 -3.3272 -0.6570
H -0.2657 -2.8740 -1.7931
H 1.9054 -1.8326 -1.5309
H 3.0148 0.1844 -1.9037
H 3.9677 -1.0127 -0.9883
H 5.3374 0.9833 -1.5766
H 4.1836 2.0247 -0.7091
H 4.6990 -0.9408 1.3685
H 5.0463 0.4693 2.3949
H 3.0454 1.6318 1.5177
H 2.6133 0.0555 2.2174
H -1.8069 -0.4191 1.3464
H -2.6429 0.0353 -2.0339
H -5.0818 2.1681 1.6928
*
```

Values from the calculation:
- LUMO level (eV) = 0.50
- SMILES string = O=C(Nc1ccc(N2CCOCC2)c(Cl)c1)c1cc(F)c(F)cc1Cl
- HOMO (eV) = -7.93
- DFT total energy (a.u.) = -2036.3148

2.
Entry from OMol25: a molecular structure, C35H27N2PPd (ωB97M-V/def2-TZVPD).

The geometry in ORCA input format:
```
! RIJCOSX wB97M-V def2-TZVPD def2/J DEFGRID3
* xyz 0 5
Pd -0.4022 0.1323 -0.2264
C 6.6152 -0.3253 0.0546
C 5.7854 -0.6604 -1.0051
C 4.4094 -0.6625 -0.8306
C 3.8487 -0.3409 0.4034
C 4.6908 -0.0026 1.4612
C 6.0657 0.0054 1.2863
P 2.0316 -0.4431 0.5469
C 1.6462 0.7389 1.8912
C 0.6613 0.4239 2.8285
C 0.2005 1.3846 3.7174
C 0.7151 2.6724 3.6783
C 1.6997 2.9916 2.7531
C 2.1615 2.0334 1.8648
C 1.7476 -2.0776 1.2877
C 2.6740 -2.7894 2.0271
C 2.3680 -4.0572 2.5113
C 1.1234 -4.6199 2.2354
C 0.1889 -3.9265 1.4930
C 0.4742 -2.6305 1.0088
H 7.6889 -0.3177 -0.0788
H 6.2071 -0.9136 -1.9688
H 3.7616 -0.9165 -1.6625
H 4.2701 0.2609 2.4243
H 6.7106 0.2703 2.1142
H 0.2548 -0.5802 2.8699
H -0.5671 1.1260 4.4353
H 0.3502 3.4256 4.3642
H 2.1025 3.9952 2.7118
H 2.9088 2.3081 1.1296
H 3.6503 -2.3644 2.2259
H 3.1000 -4.6050 3.0888
H 0.8902 -5.6136 2.5964
H -0.7694 -4.3753 1.2655
C 2.2066 3.4312 -1.7499
C 1.4177 4.5650 -1.4391
C 0.1470 4.3955 -0.9792
C -0.3854 3.0886 -0.8086
N 0.4146 1.9988 -1.0654
C 1.6543 2.1956 -1.5324
C -1.7094 2.8148 -0.3852
C -2.7003 3.8056 -0.1512
C -3.9645 3.4448 0.2020
C -4.2899 2.0736 0.3384
C -3.2968 1.1559 0.1223
N -2.0420 1.4876 -0.2224
H 3.2111 3.5185 -2.1372
H 1.8191 5.5627 -1.5641
H -0.4580 5.2564 -0.7337
H 2.2221 1.2938 -1.7356
H -2.4503 4.8502 -0.2678
H -4.7159 4.2053 0.3718
H -5.2827 1.7436 0.6058
H -3.4905 0.0961 0.2273
C -0.4575 -1.8742 0.2590
C -1.8596 -2.1306 0.0511
C -2.4118 -2.0407 -1.2418
C -3.7686 -2.2219 -1.4456
C -4.6072 -2.4928 -0.3715
C -4.0794 -2.5831 0.9143
C -2.7274 -2.4019 1.1288
H -1.7547 -1.8279 -2.0761
H -4.1738 -2.1493 -2.4462
H -5.6682 -2.6289 -0.5334
H -4.7333 -2.7865 1.7525
H -2.3218 -2.4516 2.1316
*
```

Values from the calculation:
- ΔE to the lowest compared entry with this formula, charge and spin (kJ/mol) = 0.0
- LUMO level (alpha / beta) (eV) = 0.76 / -1.20
- HOMO (alpha / beta) (eV) = -4.80 / -7.95
- DFT total energy (a.u.) = -1928.5766

3.
Entry from OMol25: a molecular structure, C21H43ErN2P3S at a distorted geometry (ωB97M-V/def2-TZVPD).

The geometry in ORCA input format:
```
! RIJCOSX wB97M-V def2-TZVPD def2/J DEFGRID3
* xyz 3 4
Er -0.0416 -0.2620 0.9928
P 2.1549 1.1621 2.0971
P -1.9414 1.9434 1.2926
P 0.7426 1.1283 -1.3186
H -0.9137 -2.8828 0.1659
C -0.0555 -2.4067 -0.3290
C 1.1719 -2.3025 0.3094
H 1.3391 -2.7842 1.2810
C 2.7048 0.8240 3.8299
C 2.1007 3.0056 2.2149
C 3.7653 1.0000 1.2334
C -3.4934 1.4471 0.4544
C -2.6756 2.4619 2.8983
C -1.7452 3.6120 0.5448
C 2.0079 0.2126 -2.2816
C 1.4049 2.8244 -1.4748
C -0.7577 1.3020 -2.3424
H -0.1445 -2.3489 -1.4196
H 2.0968 -2.0981 -0.2344
H 2.6301 -0.2527 4.0425
H 2.0851 1.3657 4.5620
H 3.7556 1.1321 3.9628
H 1.2760 3.3267 2.8652
H 1.9667 3.4601 1.2257
H 3.0457 3.3744 2.6402
H 4.0428 -0.0574 1.1513
H 4.5306 1.5262 1.8186
H 3.7257 1.4387 0.2298
H -4.2357 2.2513 0.5534
H -3.8774 0.5349 0.9252
H -3.3136 1.2416 -0.6064
H -3.5878 3.0658 2.7569
H -1.9467 3.0391 3.4835
H -2.9389 1.5687 3.4783
H -2.6178 4.2327 0.7949
H -1.6598 3.5640 -0.5457
H -0.8430 4.1001 0.9325
H 2.1201 0.6318 -3.2938
H 1.7462 -0.8515 -2.3617
H 2.9699 0.2621 -1.7517
H 1.4829 3.0490 -2.5512
H 2.3919 2.8999 -1.0006
H 0.7314 3.5425 -0.9890
H -0.4725 1.6231 -3.3527
H -1.4733 2.0129 -1.9143
H -1.2919 0.3472 -2.3952
C -0.4300 -2.7050 -5.2403
C -1.5139 -2.6553 -6.1343
C -1.7885 -3.7446 -6.9716
C -0.9532 -4.8718 -6.9559
C 0.2487 -4.8366 -6.2299
C 0.5355 -3.7308 -5.4068
S -0.2303 -1.4448 -4.0322
H -1.4663 -1.3283 -3.4123
H -2.1182 -1.7489 -6.1501
H -2.6475 -3.7169 -7.6465
H -1.2147 -5.7642 -7.5345
H 0.9651 -5.6610 -6.3157
H 1.4947 -3.6405 -4.8992
C -0.5877 0.7876 5.0271
C -0.6673 -0.5864 4.4868
N -0.5448 -0.9552 3.1901
C -0.7166 -2.3400 3.1762
C -0.9239 -2.7936 4.4329
N -0.8944 -1.6686 5.2496
H -1.5828 1.1643 5.3214
H 0.0606 0.8397 5.9196
H -0.1835 1.4475 4.2442
H -0.6809 -2.8739 2.2483
H -1.0817 -3.7873 4.7986
H -1.0409 -1.6527 6.2598
*
```

Values from the calculation:
- ΔE to the lowest compared entry with this formula, charge and spin (kJ/mol) = 161.8
- LUMO level (alpha / beta) (eV) = -8.47 / -12.01
- HOMO (alpha / beta) (eV) = -15.22 / -15.35
- DFT total energy (a.u.) = -3371.7661

Among the records above, which one has the highest DFT total energy? C35H27N2PPd